Below is a structure of composition C31H35BBiN2O5PS7 in a non-equilibrium geometry, with properties calculated with wB97M-V/def2-TZVPD.

Properties
Energy, eV: -137579.997
F_max, Eh/bohr: 0.11374
HOMO energy, eV: 0.35

Geometry as ORCA input:
```
! RIJCOSX wB97M-V def2-TZVPD def2/J DEFGRID3
* xyz -2 1
Bi -0.635 -0.415 0.147
S -4.614 -0.415 -6.274
C -3.714 -0.415 -4.856
S -3.201 -1.882 -4.048
C -2.368 -1.088 -2.735
C -2.368 0.258 -2.735
S -1.610 1.236 -1.539
S -3.201 1.052 -4.048
S -1.610 -2.065 -1.539
O 2.060 1.398 2.821
S 1.467 0.962 1.558
O 0.601 1.950 0.917
O 0.979 -0.415 1.565
C 2.892 0.904 0.413
C 4.099 1.472 0.862
C 5.219 1.499 0.034
C 5.139 0.966 -1.246
C 3.942 0.397 -1.694
C 2.792 0.338 -0.875
P 1.261 -0.415 -1.514
C 1.011 0.528 -3.052
C 0.416 1.797 -2.938
C 0.164 2.583 -4.066
C 0.503 2.112 -5.331
C 1.102 0.862 -5.465
C 1.358 0.079 -4.334
C 1.675 -2.113 -2.009
C 0.753 -2.843 -2.783
C 0.999 -4.169 -3.153
C 2.166 -4.801 -2.737
C 3.075 -4.112 -1.940
C 2.823 -2.786 -1.569
H 4.156 1.905 1.858
H 6.142 1.946 0.389
H 6.003 0.992 -1.903
H 3.915 -0.009 -2.703
H 0.143 2.185 -1.954
H -0.297 3.559 -3.945
H 0.305 2.721 -6.208
H 1.373 0.491 -6.449
H 1.838 -0.885 -4.474
H -0.182 -2.380 -3.094
H 0.266 -4.707 -3.747
H 2.355 -5.835 -3.011
H 3.973 -4.607 -1.581
H 3.530 -2.299 -0.902
C -3.765 3.873 1.427
C -2.805 2.878 2.110
C -2.101 3.630 3.276
O -1.812 2.474 1.203
B -1.518 1.114 1.676
O -2.460 0.615 2.688
C -3.506 1.544 2.570
C -4.247 1.671 3.917
C -4.523 0.995 1.528
H -3.211 4.781 1.104
H -4.573 4.181 2.124
H -4.218 3.437 0.514
H -1.533 4.500 2.881
H -1.384 2.970 3.808
H -2.839 4.018 4.009
H -3.555 1.951 4.737
H -4.697 0.695 4.200
H -5.057 2.427 3.849
H -4.054 0.869 0.528
H -5.398 1.670 1.425
H -4.902 0.001 1.851
S -1.600 -2.086 1.818
C -0.176 -2.224 2.596
N 0.768 -3.206 2.183
C 1.924 -3.487 3.007
C 2.441 -2.186 3.612
C 1.352 -1.511 4.458
N 0.094 -1.418 3.739
H 0.499 -3.884 1.455
H 2.722 -3.941 2.381
H 1.646 -4.206 3.807
H 2.715 -1.507 2.774
H 3.348 -2.361 4.230
H 1.713 -0.492 4.716
H 1.175 -2.070 5.402
H -0.661 -0.840 4.138
H -2.501 -0.415 0.147
*
```